Entry 1:
The following is a DFT calculation (wB97M-V/def2-TZVPD) of a molecular structure, C32H34CoN5O4P2SSe3 at a distorted geometry.

Values from the calculation:
- Energy above the lowest of the compared OMol25 structures with the same formula, charge and spin: 23.7 kcal/mol
- Frontier orbital gap (spin up / spin down): 7.72 / 7.72 eV
- 2S+1: 4
- Charge: -1
- Electronic energy: -11482.57303 Eh
- Highest occupied orbital energy (spin up / spin down): -0.198 / -0.198 hartree
- LUMO energy (spin up / spin down): 0.0853 / 0.0853 hartree
- Expectation value of S²: 3.758

Each line ends with the Löwdin spin population.
CARTESIAN COORDINATES (ANGSTROEM)
Co  -1.47487  2.73166  -0.01225  2.695
C  -4.40057  3.29706  1.13565  0.002
C  -3.72467  2.23296  2.01725  0.002
N  -2.28647  2.44696  2.11985  0.032
C  -1.83877  3.37016  3.15535  0.002
C  -1.99737  4.83276  2.76655  0.003
S  -1.32207  5.12066  1.05205  0.037
C  -2.78837  5.81956  0.21215  0.003
C  -3.60027  4.83156  -0.63315  0.003
N  -3.61967  3.48396  -0.08025  0.029
H  -4.45977  4.24796  1.66585  0.000
H  -5.42597  2.96986  0.91365  0.001
H  -3.87697  1.26356  1.53715  0.000
H  -4.19977  2.21476  3.01055  0.001
H  -1.84687  1.55386  2.33015  0.000
H  -0.77347  3.17086  3.29575  0.000
H  -2.35787  3.17846  4.11135  0.001
H  -1.38497  5.44426  3.42825  0.001
H  -3.02697  5.16806  2.84705  0.000
H  -2.36417  6.57266  -0.44725  0.000
H  -3.39277  6.31716  0.96945  0.001
H  -3.13477  4.75276  -1.61815  0.000
H  -4.62147  5.22926  -0.76465  0.001
H  -3.91857  2.83406  -0.80145  0.000
Se  -0.90307  -2.22544  -4.33275  0.001
P  0.03733  -1.99904  -2.47735  0.001
C  1.81563  -1.74144  -2.73435  0.000
C  2.31213  -0.45184  -2.88775  0.000
C  3.61703  -0.27034  -3.30865  0.000
C  4.42773  -1.36514  -3.56025  0.000
C  3.92293  -2.64944  -3.43685  0.000
C  2.61053  -2.84004  -3.05105  0.000
C  -0.17027  -3.51814  -1.47065  0.000
C  0.81123  -4.18494  -0.74875  0.000
C  0.48433  -5.32954  -0.04325  0.000
C  -0.81827  -5.79744  -0.02855  0.000
C  -1.80047  -5.13184  -0.74345  0.000
C  -1.47307  -4.00494  -1.46965  0.000
C  -0.64687  -0.69694  -1.45775  0.008
C  -0.33627  -0.16314  -0.19195  0.009
N  -1.30847  0.72646  0.07745  0.026
N  -2.15437  0.73226  -0.94575  0.020
N  -1.78187  -0.10894  -1.86115  0.009
P  0.87333  -0.50954  1.07015  0.000
Se  0.68193  0.64756  2.81825  -0.001
C  2.51943  -0.36154  0.32095  0.000
C  3.40393  -1.40944  0.10505  0.000
C  4.67453  -1.13164  -0.36035  0.000
C  5.05613  0.17556  -0.61075  0.000
C  4.15843  1.21426  -0.43215  0.000
C  2.88873  0.95066  0.04195  0.000
C  0.55043  -2.19484  1.67275  0.000
C  -0.73887  -2.71374  1.63095  0.000
C  -1.04777  -3.85304  2.35075  0.000
C  -0.07347  -4.47484  3.11265  0.000
C  1.21283  -3.96204  3.15405  0.000
C  1.51813  -2.80884  2.45995  0.000
H  1.68203  0.40656  -2.69115  0.000
H  3.99763  0.73136  -3.43555  0.000
H  5.45553  -1.22404  -3.86055  0.000
H  4.54583  -3.50724  -3.64915  0.000
H  2.19483  -3.83884  -3.01385  0.000
H  1.82873  -3.82234  -0.72785  0.000
H  1.25213  -5.84024  0.52025  0.000
H  -1.06997  -6.66974  0.55705  0.000
H  -2.82337  -5.48094  -0.73125  0.000
H  -2.21777  -3.48454  -2.05955  0.000
H  3.10733  -2.43154  0.29145  0.000
H  5.37103  -1.94054  -0.52225  0.000
H  6.05833  0.38166  -0.95345  0.000
H  4.44363  2.23076  -0.65335  0.000
H  2.16863  1.75096  0.17775  0.000
H  -1.49937  -2.21864  1.04085  0.000
H  -2.05287  -4.24894  2.32065  0.000
H  -0.32097  -5.34864  3.69615  0.000
H  1.97333  -4.45124  3.74625  0.000
H  2.49843  -2.36094  2.55205  0.000
O  0.05893  5.48826  -1.00765  -0.001
Se  0.23583  3.98406  -1.53225  0.001
O  -1.26637  3.42026  -1.94465  0.064
O  0.60323  2.95716  -0.28575  0.043
O  1.28923  3.88356  -2.70685  0.003

***

Entry 2:
The following is a DFT calculation (wB97M-V/def2-TZVPD) of a molecular structure, C32H34F5HfN4O2S.

Values from the calculation:
- Energy above the lowest of the compared OMol25 structures with the same formula, charge and spin: 0.0 kcal/mol
- Frontier orbital gap: 6.69 eV
- Charge: +1
- Electronic energy: -2554.68935 Eh
- Highest occupied orbital energy: -0.373 hartree
- LUMO energy: -0.1269 hartree

Each line ends with the Löwdin charge.
CARTESIAN COORDINATES (ANGSTROEM)
Hf  0.17878  0.09705  -1.63081  1.325
F  2.25532  -3.34264  4.06274  0.147
C  1.45407  -2.84509  3.13073  -0.136
C  1.98316  -2.09826  2.09331  -0.152
F  3.29164  -1.86367  2.01628  0.133
C  1.11456  -1.57401  1.16429  -0.207
F  1.67462  -0.80469  0.15954  -0.039
C  -0.25778  -1.72960  1.18694  -0.500
S  -1.36274  -1.06622  -0.03163  0.681
C  -0.75282  -2.48570  2.24384  -0.237
F  -2.05890  -2.69064  2.36199  0.114
C  0.08369  -3.04130  3.19841  -0.133
F  -0.42843  -3.75946  4.18723  0.152
C  1.68239  -2.11845  7.29796  -0.038
C  1.44536  -1.08189  6.23399  -0.280
C  0.17140  -0.58685  5.97838  -0.029
C  -0.06465  0.42700  5.05738  -0.003
C  1.01155  0.96863  4.36347  -0.221
N  0.89863  2.06870  3.47025  0.133
C  -0.14727  2.94390  3.36273  -0.505
O  -1.12022  2.98579  4.07143  0.120
N  0.06192  3.92522  2.35476  0.136
C  0.32815  3.65812  1.01597  -0.202
C  0.53605  4.70539  0.11627  0.037
C  0.79668  4.43846  -1.21517  -0.014
C  0.85832  3.12551  -1.63932  -0.120
N  0.63949  2.11766  -0.78445  -0.092
C  0.37684  2.36651  0.50529  -0.056
C  2.28901  0.44466  4.55693  -0.033
C  2.49810  -0.56542  5.48089  -0.049
H  0.89952  -2.08763  8.05425  0.082
H  2.63864  -1.95598  7.79466  0.083
H  1.69796  -3.12497  6.88156  0.079
H  -0.66806  -0.97004  6.54670  0.121
H  -1.05416  0.83444  4.93497  0.107
H  1.76057  2.37535  3.04684  0.145
H  -0.47518  4.76107  2.53680  0.157
H  0.49278  5.72961  0.46568  0.133
H  0.95057  5.24065  -1.92192  0.123
H  1.03122  2.86395  -2.67444  0.114
H  0.17188  1.51030  1.13451  0.109
H  3.13333  0.86234  4.01845  0.114
H  3.50480  -0.93585  5.64472  0.123
C  -2.74643  2.47121  -4.05846  -0.064
C  -3.32031  1.48158  -3.04733  -0.371
C  -2.95550  1.86495  -1.61267  -0.072
C  -3.00033  0.03207  -3.37321  -0.164
C  -4.06531  -0.84575  -3.52768  -0.028
C  -3.87513  -2.18138  -3.84326  -0.067
C  -2.58691  -2.64646  -4.02411  -0.037
C  -1.48397  -1.80930  -3.88124  -0.173
C  -0.11002  -2.42368  -4.08756  -0.357
C  0.64164  -2.69880  -2.78181  -0.052
C  0.74680  -1.71525  -5.13453  -0.054
C  -1.68585  -0.45639  -3.53601  -0.307
N  -0.57047  0.39526  -3.29136  -0.161
H  -3.05823  3.48698  -3.80698  0.079
H  -3.10552  2.25180  -5.06412  0.086
H  -1.65683  2.43749  -4.07738  0.052
H  -4.40993  1.55204  -3.11259  0.129
H  -1.86628  1.86192  -1.50178  0.014
H  -3.38488  1.17649  -0.88435  0.073
H  -3.28587  2.87745  -1.37326  0.086
H  -5.07183  -0.46558  -3.39939  0.116
H  -4.72108  -2.84446  -3.95790  0.107
H  -2.42515  -3.68556  -4.28636  0.115
H  -0.30489  -3.42767  -4.47695  0.134
H  0.88932  -1.79146  -2.19250  -0.013
H  1.62101  -3.15082  -2.94573  0.096
H  0.05730  -3.31676  -2.10062  0.098
H  0.87423  -0.65446  -4.91099  0.044
H  0.27005  -1.76747  -6.11280  0.093
H  1.72623  -2.19237  -5.21974  0.082
C  3.52986  -0.41022  -2.33374  -0.036
O  2.25055  0.23826  -2.56047  -0.235
H  4.32387  0.26066  -2.64981  0.101
H  3.56618  -1.34604  -2.88727  0.094
H  3.60143  -0.60338  -1.26907  0.082
H  2.07142  0.32313  -3.50941  0.089

***

Entry 3:
The following is a DFT calculation (wB97M-V/def2-TZVPD) of a molecular structure, C32H34I2N12OPPbS at a distorted geometry.

Values from the calculation:
- Energy above the lowest of the compared OMol25 structures with the same formula, charge and spin: 16.2 kcal/mol
- Frontier orbital gap: 6.35 eV
- Charge: +3
- Electronic energy: -3499.08817 Eh
- Highest occupied orbital energy: -0.573 hartree
- LUMO energy: -0.3391 hartree

Each line ends with the Löwdin charge.
CARTESIAN COORDINATES (ANGSTROEM)
Pb  -0.28437  -0.40545  -0.93896  1.325
C  1.98927  -3.44754  -5.45803  -0.002
N  1.63822  -2.26597  -4.68467  -0.111
C  2.11323  -1.00823  -4.89571  -0.018
C  1.54395  -0.21290  -3.94145  -0.127
N  0.73274  -0.97119  -3.14644  -0.067
C  0.80225  -2.21326  -3.62248  -0.457
P  -0.07043  -3.67719  -2.96229  1.205
C  -1.67015  -2.83294  -2.68164  -0.449
N  -1.93112  -1.81580  -1.85908  -0.091
C  -3.24516  -1.48803  -2.03883  -0.106
C  -3.78335  -2.31504  -2.98015  -0.009
N  -2.78278  -3.15235  -3.37922  -0.108
C  -2.88936  -4.16542  -4.41829  -0.004
C  0.69052  -3.56554  -1.29948  -0.453
N  1.05361  -2.44950  -0.67031  -0.072
C  1.83394  -2.83330  0.37952  -0.120
C  1.93190  -4.19553  0.39499  -0.014
N  1.21827  -4.64582  -0.67408  -0.109
C  1.03441  -6.04215  -1.04365  -0.004
H  2.73969  -3.17906  -6.19576  0.105
H  1.11598  -3.84024  -5.97625  0.098
H  2.39967  -4.22130  -4.81171  0.094
H  2.80744  -0.78135  -5.68533  0.138
H  1.65701  0.84407  -3.79193  0.048
H  -3.69891  -0.67267  -1.50468  0.103
H  -4.77422  -2.35783  -3.39656  0.140
H  -3.93602  -4.31615  -4.66632  0.106
H  -2.46994  -5.11143  -4.08203  0.090
H  -2.36580  -3.84805  -5.31965  0.102
H  2.27361  -2.11999  1.05425  0.114
H  2.45990  -4.85014  1.06616  0.140
H  1.38731  -6.67608  -0.23520  0.105
H  1.59886  -6.28137  -1.94407  0.099
H  -0.01789  -6.25532  -1.22057  0.094
N  3.93311  2.69024  -0.91308  0.154
C  2.68264  2.46121  -0.54956  -0.825
S  1.40454  2.32902  -1.59537  0.656
N  2.52245  2.16346  0.81824  0.178
N  1.64852  2.56176  1.52322  0.194
C  1.05459  3.05510  2.52110  -0.090
C  1.90215  3.99275  3.31836  -0.188
C  1.49079  5.32081  3.42679  -0.019
C  2.25584  6.19247  4.18261  -0.029
C  3.41403  5.74609  4.80604  -0.026
C  3.81769  4.42351  4.68105  -0.037
C  3.07986  3.54331  3.90509  -0.016
C  -0.36778  2.85887  2.84615  -0.269
C  -0.84366  3.28361  4.08106  0.030
C  -2.19342  3.10530  4.35323  -0.004
C  -2.99940  2.54198  3.38226  -0.001
C  -2.42059  2.15075  2.17791  -0.141
N  -1.13190  2.28484  1.91563  0.064
H  4.13794  2.85297  -1.88674  0.129
H  4.67534  2.82420  -0.24028  0.137
H  0.59953  5.66061  2.91600  0.121
H  1.93931  7.22162  4.27916  0.125
H  4.01330  6.43698  5.38268  0.126
H  4.71347  4.07867  5.17811  0.122
H  3.39649  2.51316  3.79574  0.121
H  -0.18561  3.72886  4.81265  0.131
H  -2.60054  3.40548  5.30870  0.130
H  -4.05725  2.39980  3.55241  0.124
H  -3.01271  1.70783  1.38607  0.107
N  -4.17800  2.98116  -1.21023  0.188
C  -2.90388  2.72221  -1.54775  -0.663
O  -2.42837  1.58815  -1.51408  -0.105
C  -2.10440  3.95304  -1.91633  -0.510
I  -1.29063  4.79367  -0.12259  0.914
H  -4.80458  2.23211  -0.96685  0.124
H  -4.57844  3.89842  -1.31252  0.122
H  -2.71676  4.72926  -2.36431  0.056
H  -1.27142  3.70622  -2.56519  0.039
I  1.31672  -1.09817  5.02495  0.914
C  0.05730  -1.92226  3.56005  -0.695
C  -0.68937  -3.07414  3.76085  -0.090
C  -1.52690  -3.49593  2.73752  -0.022
C  -1.56545  -2.77313  1.55495  -0.126
N  -0.82682  -1.68166  1.35754  -0.058
C  -0.03070  -1.27642  2.34016  -0.291
H  -0.63073  -3.62075  4.69201  0.117
H  -2.14422  -4.37353  2.86835  0.122
H  -2.21291  -3.06581  0.73661  0.108
H  0.55856  -0.38768  2.15157  0.064